Record 1
{"formula": "C33H45N2O2PtSSe", "method": "ωB97M-V/def2-TZVPD", "fmax_ev_per_a": 1.93, "lumo_energy_ha": [0.092, 0.090], "homo_lumo_gap_ha": [0.2474, 0.2442], "relative_energy_ev": 1.864, "total_charge": -1, "elements": ["Pt", "C", "C", "C", "C", "C", "C", "C", "Se", "C", "C", "C", "C", "C", "C", "O", "C", "C", "C", "C", "C", "C", "C", "C", "C", "O", "C", "C", "C", "C", "C", "C", "H", "H", "H", "H", "H", "H", "H", "H", "H", "H", "H", "H", "H", "H", "H", "H", "H", "H", "H", "H", "H", "H", "H", "H", "H", "H", "H", "H", "H", "H", "H", "H", "H", "H", "H", "H", "H", "H", "H", "H", "C", "C", "C", "C", "N", "C", "S", "N", "H", "H", "H", "H", "H"], "xyz": [[2.96365, 0.07947, -1.19400], [-1.86548, 0.90038, 5.23059], [-1.31632, 1.79359, 4.11416], [-0.66980, 3.02068, 4.76986], [-2.49457, 2.23745, 3.23624], [-0.30254, 1.06948, 3.24204], [0.25815, 1.70228, 2.14500], [1.10700, 1.02265, 1.29663], [1.70137, 1.99597, -0.27567], [0.08907, 1.70417, -1.31646], [-0.96713, 2.55974, -1.06881], [-2.18940, 2.36360, -1.68476], [-2.27662, 1.27460, -2.55042], [-1.24754, 0.39278, -2.82167], [0.02389, 0.58651, -2.19241], [1.03172, -0.17028, -2.40482], [-1.55664, -0.75344, -3.78937], [-0.40220, -1.73900, -3.96590], [-2.75537, -1.55777, -3.25032], [-1.88773, -0.16958, -5.17405], [-3.41229, 3.23204, -1.42251], [-4.54024, 2.35604, -0.85888], [-3.88856, 3.87642, -2.73172], [-3.13177, 4.35338, -0.41909], [1.45860, -0.34217, 1.46622], [2.22217, -0.96145, 0.64319], [0.91307, -0.97050, 2.62407], [0.06762, -0.25276, 3.45093], [1.18012, -2.42648, 3.00684], [-0.16203, -3.17995, 3.00826], [1.82070, -2.47204, 4.40312], [2.12098, -3.16328, 2.05177], [-2.62310, 1.44481, 5.79383], [-1.07156, 0.61069, 5.91703], [-2.32695, 0.00329, 4.82302], [-1.39156, 3.53306, 5.40702], [-0.30940, 3.71957, 4.02057], [0.17734, 2.71036, 5.37837], [-3.26060, 2.72348, 3.83982], [-2.93469, 1.37681, 2.73731], [-2.16365, 2.93326, 2.47148], [0.04373, 2.73776, 1.92169], [-0.80152, 3.38381, -0.39202], [-3.22336, 1.10615, -3.04325], [-0.15549, -2.20676, -3.01729], [0.48667, -1.23566, -4.33187], [-0.68799, -2.51292, -4.68093], [-2.56403, -1.85734, -2.22085], [-2.90758, -2.45538, -3.85023], [-3.67716, -0.98126, -3.27194], [-1.01774, 0.35450, -5.56693], [-2.71468, 0.53445, -5.12037], [-2.15828, -0.96397, -5.87046], [-4.79263, 1.55431, -1.54770], [-5.43518, 2.95231, -0.68337], [-4.23089, 1.90613, 0.08098], [-4.19730, 3.11992, -3.44948], [-3.08535, 4.46031, -3.17536], [-4.73507, 4.53708, -2.54042], [-2.86104, 3.94243, 0.54957], [-4.02680, 4.96134, -0.29284], [-2.33031, 4.99780, -0.77098], [-0.34303, -0.76249, 4.30634], [-0.82217, -2.82603, 3.79626], [0.00276, -4.24634, 3.15596], [-0.66448, -3.03350, 2.05358], [1.19732, -1.98226, 5.14497], [2.78429, -1.96753, 4.37975], [1.97697, -3.50330, 4.71702], [1.67639, -3.24569, 1.06351], [2.32203, -4.16676, 2.43537], [3.06681, -2.63835, 1.94865], [7.73253, -3.89018, -2.38607], [6.48123, -3.06909, -2.30060], [5.23959, -3.61878, -2.62458], [4.13512, -2.78434, -2.52484], [4.25195, -1.53260, -2.12551], [5.49013, -1.08757, -1.77782], [5.52787, 0.49010, -1.15418], [6.60083, -1.81591, -1.89386], [7.64730, -4.65806, -3.15281], [7.91558, -4.38842, -1.43410], [8.58275, -3.25091, -2.60157], [5.14374, -4.64904, -2.93163], [3.13875, -3.12585, -2.77630]], "forces_ev_per_angstrom": [[0.875, 0.494, -1.650], [0.092, 0.149, -0.176], [-0.082, 0.043, 0.095], [-0.123, -0.169, -0.050], [0.110, -0.045, 0.178], [-0.116, 0.104, 0.090], [0.162, -0.059, -0.002], [0.014, 0.328, -0.036], [0.210, -1.481, -0.282], [0.258, -0.105, -0.075], [0.057, 0.035, -0.127], [-0.034, 0.113, 0.164], [0.146, 0.055, 0.086], [-0.023, -0.031, -0.073], [-0.225, 0.728, 0.461], [1.224, -0.422, 0.454], [-0.018, -0.153, -0.094], [0.007, -0.010, -0.087], [0.133, 0.122, -0.112], [0.020, -0.098, 0.224], [-0.137, 0.059, -0.045], [0.107, 0.145, -0.040], [0.046, -0.053, 0.156], [-0.045, -0.239, -0.197], [0.238, 0.029, -0.243], [-0.178, -0.226, 0.173], [0.009, 0.062, 0.104], [-0.003, 0.044, -0.131], [0.046, -0.172, -0.054], [0.201, 0.061, 0.046], [-0.137, -0.019, -0.180], [0.063, -0.080, 0.025], [-0.048, 0.052, 0.066], [0.030, -0.094, 0.096], [-0.054, -0.112, 0.004], [-0.046, 0.112, 0.061], [0.059, 0.128, -0.091], [0.093, 0.012, 0.081], [-0.120, 0.103, 0.053], [-0.073, -0.090, -0.069], [0.014, 0.108, -0.128], [-0.135, 0.170, 0.043], [-0.067, 0.120, 0.134], [-0.129, -0.062, -0.087], [0.115, -0.089, 0.032], [0.075, -0.066, -0.013], [-0.150, -0.071, -0.066], [-0.010, -0.050, 0.059], [-0.021, -0.079, -0.078], [-0.124, 0.073, 0.037], [0.046, 0.059, -0.062], [-0.101, 0.095, -0.029], [-0.016, -0.096, -0.068], [-0.062, -0.102, -0.068], [-0.138, 0.068, 0.032], [0.028, -0.077, 0.145], [-0.026, -0.054, -0.116], [0.078, 0.082, -0.087], [-0.107, 0.045, -0.029], [0.090, 0.010, 0.152], [-0.081, 0.055, 0.032], [0.123, 0.125, 0.005], [-0.054, -0.117, 0.133], [-0.119, 0.049, 0.096], [0.013, -0.165, 0.042], [-0.048, -0.034, -0.076], [-0.071, 0.075, 0.159], [0.111, 0.055, 0.032], [0.029, -0.155, 0.033], [0.092, -0.032, -0.070], [-0.108, -0.106, 0.125], [0.007, -0.052, -0.049], [-0.020, -0.022, -0.033], [-0.202, -0.072, -0.126], [-0.210, 0.228, 0.000], [0.010, -0.509, -0.116], [-0.499, 1.064, 1.019], [-0.006, 0.052, -0.107], [-1.312, 0.335, 0.259], [0.288, -0.220, -0.002], [-0.004, -0.037, -0.033], [0.012, -0.001, 0.081], [0.063, 0.066, 0.004], [-0.057, -0.005, -0.070], [-0.056, 0.021, 0.057]], "mulliken_charge": [2.394, -2.270, 2.361, -1.861, -1.549, -0.555, -0.117, -0.263, -0.120, -0.483, -0.192, -0.767, 0.269, -0.322, 1.320, -1.475, 2.077, -2.209, -1.836, -1.696, 2.098, -1.573, -1.853, -1.776, 1.288, -2.046, -0.249, -0.291, 2.237, -1.708, -1.712, -2.236, 0.466, 0.428, 0.396, 0.453, 0.279, 0.423, 0.497, 0.413, 0.028, 0.194, 0.416, 0.266, 0.385, 0.389, 0.517, 0.369, 0.482, 0.347, 0.356, 0.299, 0.441, 0.307, 0.489, 0.218, 0.328, 0.364, 0.478, 0.071, 0.477, 0.385, 0.211, 0.330, 0.473, 0.332, 0.289, 0.369, 0.453, 0.360, 0.511, 0.444, -1.193, 1.013, -0.951, 0.019, -0.532, 0.327, -0.495, -0.576, 0.352, 0.247, 0.351, 0.337, 0.485]}

Record 2
{"formula": "C4H5N3", "method": "ωB97M-V/def2-TZVPD", "fmax_ev_per_a": 1.28, "lumo_energy_ha": [-0.015, -0.015], "smiles": "NC1=NCC=C=N1", "homo_lumo_gap_ha": [0.3003, 0.3003], "relative_energy_ev": 3.435, "elements": ["N", "C", "N", "C", "C", "C", "N", "H", "H", "H", "H", "H"], "xyz": [[2.28453, -0.28555, -0.02533], [0.94871, -0.09640, -0.17008], [0.06632, -1.01162, -0.06954], [-1.33530, -0.58124, -0.04383], [-1.49933, 0.78334, 0.60288], [-0.52562, 1.49302, 0.04088], [0.53449, 1.24342, -0.56371], [2.90362, 0.39482, -0.43501], [2.60178, -1.24035, 0.04299], [-1.93875, -1.38571, 0.39280], [-1.73494, -0.36124, -1.03113], [-2.30550, 1.04750, 1.25907]], "forces_ev_per_angstrom": [[0.074, 0.009, -0.020], [-0.094, -0.344, 0.072], [0.210, 0.490, 0.046], [-0.355, 0.178, -0.493], [-0.145, 0.341, 0.093], [0.419, -0.599, 0.207], [-0.551, 0.214, 0.279], [-0.108, -0.094, 0.022], [-0.033, 0.153, -0.065], [0.053, 0.504, 0.193], [0.243, -0.992, -0.769], [0.287, 0.142, 0.436]], "nbo_charge": [-0.797, 0.555, -0.498, -0.261, -0.385, 0.390, -0.494, 0.401, 0.404, 0.231, 0.211, 0.243]}

Record 3
{"formula": "C2H10NOS2", "method": "ωB97M-V/def2-TZVPD", "fmax_ev_per_a": 1.95, "lumo_energy_ha": -0.128, "homo_lumo_gap_ha": 0.3021, "relative_energy_ev": 0.757, "total_charge": 1, "elements": ["N", "C", "C", "S", "S", "H", "H", "H", "H", "H", "H", "H", "H", "H", "H", "O"], "xyz": [[-0.80866, -1.12212, -0.65122], [0.31947, -1.31648, 0.32932], [1.53054, -0.50156, -0.04775], [2.24440, 0.45706, 1.33723], [1.72017, 2.34347, 0.61485], [-1.10952, -0.12284, -0.64909], [-1.62308, -1.58786, -0.23391], [-0.74829, -1.44602, -1.60576], [0.57693, -2.36496, 0.33646], [-0.11280, -1.23518, 1.32249], [2.35256, -1.05879, -0.47946], [1.32743, 0.20630, -0.82945], [1.52001, 2.96505, 1.78680], [-2.73184, 1.50511, 0.30072], [-2.36887, 1.92162, -1.13097], [-2.08845, 1.35720, -0.40027]], "forces_ev_per_angstrom": [[-1.289, 0.391, 1.407], [0.231, -1.198, -0.600], [0.577, 0.709, 0.646], [0.046, 0.047, -0.158], [0.107, 0.201, -0.051], [0.036, 0.080, -0.118], [0.045, -0.084, -0.363], [0.679, -0.259, -0.302], [0.050, -0.477, -0.454], [0.099, 1.036, 0.039], [-0.038, -0.656, 0.224], [-0.473, 0.478, -0.307], [-0.123, -0.218, 0.081], [0.010, 0.062, 0.066], [0.057, 0.029, 0.055], [-0.015, -0.142, -0.166]], "nbo_charge": [-0.692, -0.240, -0.579, 0.127, -0.141, 0.476, 0.435, 0.438, 0.234, 0.246, 0.258, 0.241, 0.161, 0.504, 0.505, -0.972]}

Record 4
{"formula": "C13H12F3N3O2", "method": "ωB97M-V/def2-TZVPD", "fmax_ev_per_a": 4.08, "lumo_energy_ha": 0.002, "smiles": "N#C[C@@H]1C(=O)NC(=O)[C@H](C#N)[C@]12CCC[C@@H](C(F)(F)F)C2", "homo_lumo_gap_ha": 0.4067, "relative_energy_ev": 0.000, "elements": ["N", "C", "C", "C", "O", "N", "C", "O", "C", "C", "N", "C", "C", "C", "C", "C", "C", "F", "F", "F", "C", "H", "H", "H", "H", "H", "H", "H", "H", "H", "H", "H", "H"], "xyz": [[-0.64473, -0.64955, 3.74349], [-0.82199, -0.33132, 2.64919], [-1.08215, 0.10183, 1.25639], [-2.52936, -0.07924, 0.92476], [-3.35061, 0.73212, 1.34435], [-2.99040, -1.08220, 0.13704], [-2.16418, -1.98389, -0.45903], [-2.62975, -2.77971, -1.25241], [-0.66281, -2.00827, -0.18255], [-0.36970, -3.06235, 0.81115], [-0.07833, -3.91153, 1.56375], [-0.15373, -0.57661, 0.20091], [1.32782, -0.75200, 0.69884], [2.06752, 0.54075, 0.94861], [2.22374, 1.32941, -0.37971], [0.76847, 1.62738, -0.90051], [0.77118, 2.48215, -2.23124], [-0.48417, 2.93303, -2.50985], [1.62316, 3.53728, -2.12380], [1.10588, 1.67192, -3.25725], [-0.07432, 0.32821, -1.06540], [-0.85190, 1.13959, 1.29693], [-3.99339, -1.18835, 0.05910], [-0.16126, -2.29618, -1.10653], [1.94197, -1.33296, 0.00073], [1.35619, -1.36026, 1.61158], [1.58721, 1.11171, 1.71759], [3.06068, 0.30294, 1.30679], [2.78491, 0.75885, -1.16168], [2.76646, 2.23234, -0.21864], [0.27410, 2.23596, -0.14445], [-1.08282, 0.53851, -1.43667], [0.46630, -0.20956, -1.84149]], "forces_ev_per_angstrom": [[-0.035, 0.262, -0.798], [-0.184, -0.538, 0.415], [1.413, -1.735, 0.061], [-2.775, 2.734, 1.204], [1.062, -0.754, -0.192], [1.374, -0.246, 0.534], [-0.614, -2.187, -2.083], [0.279, 0.316, 0.480], [-0.323, 1.220, 0.594], [0.745, -1.665, 1.678], [-0.804, 2.111, -1.844], [2.029, -0.173, 0.107], [-0.362, -0.382, 0.674], [0.643, -0.090, -1.476], [-1.489, -0.894, -0.401], [0.316, 0.434, -0.114], [-0.652, -1.234, 1.614], [0.943, 0.149, 0.172], [-0.833, -0.931, -0.580], [0.448, 0.783, -0.021], [0.324, 0.008, -0.185], [-0.216, 1.027, -0.311], [0.042, 0.063, -0.240], [-0.216, -0.071, -0.063], [-0.492, -0.003, -0.369], [-0.282, 0.141, -0.045], [-0.316, 0.634, 0.385], [0.226, -0.085, 0.254], [-0.426, 0.146, 0.709], [0.258, 0.802, 0.092], [0.055, 0.424, -0.028], [0.112, 0.196, -0.089], [-0.250, -0.461, -0.132]], "nbo_charge": [-0.263, 0.278, -0.437, 0.683, -0.544, -0.621, 0.688, -0.538, -0.416, 0.272, -0.260, 0.031, -0.414, -0.406, -0.399, -0.281, 0.989, -0.329, -0.318, -0.328, -0.420, 0.286, 0.453, 0.291, 0.219, 0.242, 0.204, 0.228, 0.211, 0.230, 0.212, 0.227, 0.229]}